Entry 1:
11
Properties=species:S:1:pos:R:3 method="wB97M-V/def2-TZVPD" molar_mass_g_mol=87.1 homo_lumo_gap_ha=0.41375 multiplicity=1 total_charge=0 de_lowest_kj_mol=148.8 e_tot_ha=-322.51767
H 2.50 -0.44 -0.79
N 1.84 -1.02 -0.26
C 0.73 -0.44 -0.22
C -0.53 -0.94 0.45
O -1.48 0.10 0.25
C -0.72 1.25 -0.11
O 0.45 0.77 -0.75
H -0.91 -1.83 -0.06
H -0.29 -1.23 1.49
H -1.14 1.96 -0.84
H -0.49 1.76 0.83


Entry 2:
50
Properties=species:S:1:pos:R:3 method="wB97M-V/def2-TZVPD" molar_mass_g_mol=708.5 homo_lumo_gap_ha="0.27127 / 0.22167" multiplicity=3 total_charge=0 de_lowest_kj_mol=47.4 s_squared=2.018 e_tot_ha=-6471.61798
Pt 0.22 -0.26 -0.72
S 0.87 1.98 -0.24
C 0.30 2.18 1.38
C 0.73 3.36 2.00
N 1.13 4.34 2.45
C -0.50 1.27 2.05
S -1.07 -0.21 1.38
C -0.93 1.52 3.37
N -1.30 1.66 4.44
C -0.40 -1.00 -5.47
C -1.32 -1.66 -4.45
As -1.21 -0.88 -2.63
C -1.95 0.94 -2.90
C -3.20 1.14 -3.74
C -2.62 -1.91 -1.68
C -3.92 -2.26 -2.39
H -0.54 -1.46 -6.46
H 0.65 -1.13 -5.19
H -0.60 0.06 -5.56
H -1.09 -2.73 -4.37
H -2.36 -1.56 -4.77
H -1.12 1.52 -3.34
H -2.11 1.35 -1.90
H -3.08 0.70 -4.73
H -3.39 2.21 -3.87
H -4.07 0.70 -3.26
H -2.83 -1.33 -0.77
H -2.13 -2.83 -1.36
H -4.48 -1.37 -2.67
H -4.55 -2.85 -1.73
H -3.73 -2.84 -3.29
C 3.78 0.83 0.95
N 2.98 0.03 1.83
C 2.23 -1.04 1.49
Se 2.16 -1.89 -0.15
N 1.61 -1.49 2.59
C 1.93 -0.70 3.67
C 1.56 -0.74 5.00
C 2.12 0.20 5.84
C 3.00 1.17 5.35
C 3.35 1.23 4.02
C 2.81 0.27 3.18
H 3.67 0.46 -0.07
H 4.83 0.78 1.24
H 3.44 1.86 0.98
H 0.93 -2.24 2.58
H 0.86 -1.48 5.36
H 1.87 0.19 6.88
H 3.41 1.89 6.04
H 4.02 2.00 3.65


Entry 3:
104
Properties=species:S:1:pos:R:3 method="wB97M-V/def2-TZVPD" molar_mass_g_mol=779.8 homo_lumo_gap_ha=0.24768 multiplicity=1 total_charge=-1 e_tot_ha=-2599.19290
C 2.83 -3.74 3.47
C 1.48 -4.38 2.90
C 0.53 -3.19 2.36
N 1.03 -2.84 1.02
P 0.32 -1.35 0.32
O -1.17 -1.40 1.20
C -2.30 -1.62 0.37
C -3.54 -1.96 1.33
C -4.76 -2.60 0.54
C -4.04 -0.70 2.16
C -5.26 -1.17 3.09
C -4.59 0.49 1.27
O -0.19 -0.02 -0.70
C 0.87 0.95 -0.51
C 1.16 1.07 1.08
C 2.72 1.20 1.40
C 3.24 2.70 1.46
C 4.48 2.71 2.48
I 3.83 3.15 4.54
N 0.29 2.20 1.45
C -0.08 2.22 2.89
C -1.65 2.45 2.96
O 0.86 -0.24 1.57
H 3.02 -2.70 3.10
H 3.74 -4.35 3.17
H 2.83 -3.73 4.60
H 0.97 -5.02 3.67
H 1.78 -4.95 1.97
H -0.51 -3.63 2.35
H 0.62 -2.36 3.13
H 2.06 -2.80 1.01
H -0.13 -2.21 -0.76
H 1.59 -1.25 -0.40
H -2.20 -2.50 -0.32
H -2.62 -0.71 -0.22
H -3.14 -2.71 2.08
H -5.18 -3.42 1.21
H -5.61 -1.87 0.39
H -4.48 -3.10 -0.43
H -3.22 -0.39 2.86
H -6.21 -1.14 2.48
H -5.40 -0.42 3.93
H -5.09 -2.20 3.50
H -4.66 1.40 1.95
H -3.93 0.79 0.42
H -5.63 0.23 0.91
H 0.39 1.87 -0.99
H 1.82 0.82 -1.12
H 3.33 0.54 0.72
H 2.84 0.76 2.44
H 2.48 3.42 1.86
H 3.67 2.97 0.46
H 5.31 3.39 2.15
H 4.89 1.65 2.52
H -0.57 2.19 0.89
H 0.41 3.12 3.38
H 0.26 1.32 3.47
H -1.94 3.26 2.22
H -2.24 1.54 2.67
H -1.94 2.84 3.98
N -1.20 -0.07 -4.26
C -1.40 -0.04 -5.58
C -0.38 0.12 -6.51
C 0.92 0.25 -6.05
C 1.15 0.21 -4.68
C 0.07 0.05 -3.83
H -2.43 -0.14 -5.90
H -0.60 0.14 -7.57
H 1.74 0.37 -6.75
H 2.16 0.31 -4.28
H 0.20 0.02 -2.75
N 5.05 7.31 1.42
C 5.19 6.68 2.60
C 6.30 6.82 3.42
C 7.33 7.65 3.00
C 7.21 8.31 1.78
C 6.06 8.11 1.04
H 4.37 6.04 2.89
H 6.36 6.29 4.36
H 8.21 7.79 3.61
H 7.99 8.97 1.42
H 5.91 8.60 0.08
N -2.77 4.08 -9.75
C -2.13 3.57 -8.69
C -2.76 2.88 -7.67
C -4.13 2.69 -7.75
C -4.82 3.21 -8.84
C -4.09 3.89 -9.81
H -1.06 3.74 -8.67
H -2.19 2.49 -6.83
H -4.66 2.16 -6.97
H -5.89 3.09 -8.94
H -4.58 4.31 -10.68
N 0.43 -9.80 1.47
C 0.52 -8.55 0.99
C -0.19 -7.47 1.51
C -1.03 -7.70 2.59
C -1.14 -8.99 3.10
C -0.40 -9.99 2.51
H 1.19 -8.42 0.15
H -0.07 -6.48 1.09
H -1.60 -6.89 3.02
H -1.80 -9.20 3.94
H -0.45 -11.01 2.88


Entry 4:
16
Properties=species:S:1:pos:R:3 method="wB97M-V/def2-TZVPD" molar_mass_g_mol=104.2 homo_lumo_gap_ha=0.30219 multiplicity=1 total_charge=+1 de_lowest_kj_mol=137.0 e_tot_ha=-611.05105
C 1.36 1.75 -0.13
C 0.22 2.40 -0.09
C 2.43 -0.38 -0.29
N 1.38 0.34 -0.22
H 2.34 2.22 -0.10
H -0.73 1.90 -0.13
H 0.24 3.48 -0.02
H 2.34 -1.45 -0.36
H 3.40 0.10 -0.28
H 0.46 -0.14 -0.24
C -1.56 -1.27 1.41
S -1.55 -1.18 -0.41
H -0.74 -1.93 1.71
H -1.42 -0.29 1.87
H -2.48 -1.72 1.75
H -2.66 -0.47 -0.57


Entry 5:
90
Properties=species:S:1:pos:R:3 method="wB97M-V/def2-TZVPD" molar_mass_g_mol=739.3 homo_lumo_gap_ha="0.31312 / 0.23391" multiplicity=2 total_charge=0 de_lowest_kj_mol=309.9 s_squared=0.752 e_tot_ha=-4747.60852
Cu -0.63 -0.30 -0.12
C 2.31 -2.20 -0.09
O 2.09 -2.39 1.31
O 1.26 -1.44 -0.56
C 3.83 -1.74 -0.27
F 4.19 -1.69 -1.57
F 3.91 -0.50 0.18
F 4.71 -2.50 0.37
C 2.39 -3.65 1.89
C 2.27 -3.55 3.41
H 1.23 -3.40 3.68
H 2.72 -4.35 3.99
H 2.73 -2.62 3.75
H 3.41 -3.95 1.69
H 1.74 -4.42 1.47
H 2.38 -3.17 -0.59
C -2.39 0.09 -3.06
O -3.23 1.14 -2.45
O -1.76 -0.58 -2.02
C -3.13 -0.70 -4.18
F -3.74 0.13 -5.05
F -2.34 -1.50 -4.84
F -4.19 -1.39 -3.69
C -3.72 2.22 -3.23
C -4.21 3.19 -2.15
H -3.36 3.68 -1.69
H -4.74 4.05 -2.56
H -4.92 2.69 -1.49
H -4.53 1.92 -3.89
H -2.93 2.72 -3.79
H -1.65 0.79 -3.45
C -1.23 3.49 0.87
C -2.29 2.45 1.24
C -3.75 2.89 1.42
O -2.10 1.35 0.36
H -1.53 4.11 0.02
H -0.28 3.06 0.54
H -1.08 4.19 1.70
H -2.01 2.07 2.23
H -4.12 3.59 0.67
H -3.70 3.37 2.39
H -4.46 2.06 1.50
H -2.90 1.45 -0.17
C -1.95 -3.31 3.18
C -1.27 -2.79 1.90
C -1.44 -3.70 0.63
O -2.78 -3.77 0.15
C -2.78 -4.19 -1.18
N -1.69 -1.43 1.67
H -3.04 -3.33 3.11
H -1.72 -2.74 4.08
H -1.64 -4.34 3.34
H -0.23 -2.69 2.22
H -1.05 -4.70 0.81
H -0.77 -3.19 -0.08
H -2.03 -3.63 -1.74
H -3.71 -4.03 -1.74
H -2.59 -5.26 -1.20
H -1.76 -1.06 2.62
H -2.68 -1.50 1.43
C 3.15 0.77 -3.88
C 3.77 1.65 -2.78
C 2.68 2.66 -2.38
S 0.98 1.79 -2.48
O 0.07 2.69 -3.20
O 0.62 1.25 -1.19
C 1.67 0.39 -3.55
H 3.82 -0.03 -4.19
H 3.08 1.40 -4.78
H 4.67 2.22 -2.98
H 3.91 0.99 -1.92
H 2.73 3.48 -3.09
H 2.74 3.22 -1.44
H 0.97 0.00 -4.30
H 1.71 -0.46 -2.87
C 3.59 2.10 2.45
C 3.20 1.48 3.83
C 2.07 0.44 3.61
S 0.95 1.43 2.63
O 0.32 2.46 3.44
O 0.25 0.59 1.69
C 2.28 2.27 1.66
H 4.20 1.46 1.82
H 4.20 2.99 2.60
H 2.80 2.25 4.49
H 4.07 1.01 4.29
H 1.66 -0.11 4.46
H 2.39 -0.35 2.93
H 1.83 3.24 1.43
H 2.48 1.74 0.73


Entry 6:
10
Properties=species:S:1:pos:R:3 method="wB97M-V/def2-TZVPD" molar_mass_g_mol=84.1 homo_lumo_gap_ha=0.32160 multiplicity=1 total_charge=0 de_lowest_kj_mol=472.9 e_tot_ha=-301.30710
N -0.64 -1.01 -1.11
C -0.14 -0.08 -0.14
C 1.08 -0.44 0.28
N 1.41 0.58 1.22
C 0.39 1.37 1.25
O -0.66 1.04 0.42
H -1.43 -1.59 -0.84
H -0.75 -0.67 -2.07
H 0.48 -1.47 -0.84
H 0.25 2.27 1.84


Entry 7:
37
Properties=species:S:1:pos:R:3 method="wB97M-V/def2-TZVPD" molar_mass_g_mol=399.2 homo_lumo_gap_ha="0.16408 / 0.16281" multiplicity=5 total_charge=-2 s_squared=6.037 e_tot_ha=-4501.00768
C -1.67 -1.89 -3.60
C -2.26 -2.93 -2.84
C -2.98 -2.34 -1.73
H -2.37 -3.95 -3.20
C -2.63 -0.92 -1.72
C -1.88 -0.66 -2.91
H -1.78 0.32 -3.37
H -1.30 -1.97 -4.62
H -3.68 -2.85 -1.08
H -2.95 -0.17 -1.01
Cr -0.93 -2.11 -1.13
Br 1.16 -2.63 0.06
C 2.84 1.18 -1.32
C 1.92 1.88 -2.16
C 1.92 1.22 -3.43
H 1.42 2.81 -1.91
C 2.74 0.07 -3.33
C 3.34 0.05 -2.04
H 4.03 -0.69 -1.66
H 3.16 1.50 -0.32
H 1.32 1.53 -4.29
H 2.87 -0.70 -4.11
O 1.26 2.18 2.12
C 0.67 1.55 3.06
C 1.11 1.66 4.43
C 0.43 1.04 5.46
C -0.68 0.21 5.18
C -1.12 0.04 3.87
C -0.50 0.71 2.81
C -1.02 0.52 1.43
O -2.01 -0.19 1.17
O -0.41 1.23 0.48
H 0.36 1.73 0.96
H 1.99 2.28 4.60
H 0.76 1.19 6.48
H -1.19 -0.29 6.01
H -1.96 -0.60 3.64


Entry 8:
25
Properties=species:S:1:pos:R:3 method="wB97M-V/def2-TZVPD" molar_mass_g_mol=223.2 homo_lumo_gap_ha="0.28600 / 0.30690" multiplicity=3 total_charge=+1 s_squared=2.028 e_tot_ha=-453.06018
C -1.27 0.60 -1.74
Mo 0.39 0.68 -0.35
N 1.03 -1.33 -0.84
H -1.27 1.02 0.00
H 1.87 1.27 0.17
H -1.72 1.57 -1.96
H -2.04 -0.17 -1.67
H -0.60 0.37 -2.60
H 0.58 -2.02 -0.23
H 2.04 -1.42 -0.70
H 0.85 -1.63 -1.80
C 0.59 -1.00 5.87
C 0.51 -0.76 4.40
C 1.68 -0.54 3.67
C 1.62 -0.26 2.31
N 0.43 -0.13 1.66
C -0.72 -0.38 2.34
C -0.71 -0.70 3.71
H 1.23 -1.87 6.09
H 1.03 -0.14 6.39
H -0.40 -1.18 6.30
H 2.65 -0.56 4.18
H 2.51 -0.09 1.70
H -1.63 -0.30 1.75
H -1.65 -0.87 4.22


Entry 9:
53
Properties=species:S:1:pos:R:3 method="wB97M-V/def2-TZVPD" molar_mass_g_mol=614.5 homo_lumo_gap_ha="0.17808 / 0.17632" multiplicity=1 total_charge=0 de_lowest_kj_mol=490.9 e_tot_ha=-4088.93231
Pb 0.11 -0.07 -0.04
P 2.46 -0.45 -0.94
P -2.30 0.57 1.33
N -0.87 -0.02 -1.75
H -0.14 -1.71 0.79
C 2.98 -2.16 -1.03
H 3.95 -2.13 -1.53
H 2.27 -2.74 -1.62
H 3.08 -2.60 -0.03
C 3.70 0.51 -0.09
H 4.63 0.26 -0.60
H 3.77 0.27 0.97
H 3.47 1.58 -0.21
C 2.35 0.16 -2.62
H 3.36 0.03 -3.02
H 2.06 1.22 -2.63
H 1.63 -0.41 -3.21
C -3.09 -0.91 1.94
H -4.04 -0.57 2.37
H -2.50 -1.41 2.71
H -3.30 -1.61 1.13
C -2.08 1.71 2.68
H -3.06 1.81 3.13
H -1.65 2.64 2.31
H -1.41 1.32 3.46
C -3.35 1.35 0.09
H -4.27 1.55 0.65
H -3.53 0.66 -0.74
H -2.88 2.27 -0.26
C -1.32 0.21 -2.97
C -2.20 -0.74 -4.90
C -1.70 -0.96 -3.66
C -1.39 1.55 -3.42
C -1.91 1.69 -4.67
C -2.31 0.56 -5.41
H -2.51 -1.62 -5.47
H -1.56 -1.92 -3.14
H -1.04 2.35 -2.75
H -1.99 2.70 -5.07
H -2.72 0.70 -6.39
C 1.53 -0.27 3.04
O 1.36 0.55 1.94
C 2.13 -1.62 2.66
H 2.27 -2.26 3.57
H 3.09 -1.57 2.13
H 1.41 -2.15 2.01
C 2.03 0.42 4.30
H 1.66 -0.21 5.14
H 1.56 1.47 4.25
H 3.12 0.42 4.51
Se -0.54 -0.04 5.28
C 0.08 -0.42 3.44
N -0.41 0.06 2.32